1.
Entry from the Open Molecules 2025 dataset: a structure of composition C47H58N2P2PtS2SbSi3 (ωB97M-V/def2-TZVPD).

Last column: Löwdin charge in e.
Element x y z (Å)
Pt: 0.219187 -0.214375 0.060087  0.488
S: -1.786557 -1.362423 0.813087  0.325
P: -0.877402 -1.047556 2.606690  0.463
C: 0.323773 0.015907 2.161998  -0.737
P: 1.949980 0.322074 2.314922  0.445
S: 2.392779 0.779083 0.379160  0.355
C: 3.004500 -1.041804 2.916036  -0.337
C: 2.922551 -1.418521 4.256276  -0.092
C: 3.585566 -2.546147 4.710798  -0.091
C: 4.341866 -3.307551 3.828717  -0.102
C: 4.424218 -2.941290 2.493533  -0.086
C: 3.753010 -1.814752 2.035369  -0.094
C: 2.355505 1.660341 3.478976  -0.325
C: 1.316141 2.468001 3.925486  -0.090
C: 1.573641 3.522725 4.790662  -0.083
C: 2.873196 3.776541 5.204688  -0.097
C: 3.915433 2.973158 4.756628  -0.089
C: 3.657220 1.915987 3.898227  -0.082
C: -2.027119 -0.404337 3.857609  -0.341
C: -1.516558 0.280904 4.956238  -0.092
C: -2.375177 0.831870 5.894519  -0.084
C: -3.750291 0.703783 5.735335  -0.097
C: -4.261931 0.024071 4.639730  -0.090
C: -3.400591 -0.528395 3.700642  -0.097
C: -0.311368 -2.630941 3.315229  -0.306
C: -0.728283 -3.129144 4.543614  -0.078
C: -0.198316 -4.319377 5.031016  -0.093
C: 0.745112 -5.014381 4.292162  -0.096
C: 1.160794 -4.522731 3.058958  -0.082
C: 0.638995 -3.337652 2.575860  -0.097
H: 2.326802 -0.830747 4.947513  0.110
H: 3.505427 -2.836805 5.750947  0.101
H: 4.859293 -4.190874 4.182928  0.098
H: 5.007047 -3.536474 1.801180  0.102
H: 3.793545 -1.529483 0.990824  0.069
H: 0.312066 2.246023 3.580488  0.073
H: 0.759752 4.147502 5.138487  0.100
H: 3.077005 4.600184 5.877889  0.096
H: 4.929838 3.170690 5.079762  0.098
H: 4.468937 1.284302 3.555093  0.111
H: -0.443522 0.401464 5.062473  0.099
H: -1.973355 1.369680 6.744434  0.099
H: -4.421905 1.141149 6.463832  0.096
H: -5.332983 -0.068746 4.508554  0.102
H: -3.789257 -1.043216 2.830249  0.079
H: -1.464853 -2.591378 5.128280  0.097
H: -0.528319 -4.701110 5.989596  0.096
H: 1.157825 -5.940771 4.673100  0.097
H: 1.899947 -5.059826 2.478604  0.106
H: 0.963230 -2.940540 1.619990  0.088
C: -2.350025 0.057648 -4.600527  -0.314
Sb: -2.252458 -0.432879 -2.495326  1.375
C: -0.172106 -0.133089 -2.092221  -0.687
C: 0.454382 0.975427 -2.865830  -0.428
C: 0.973349 2.118124 -2.237666  -0.116
C: 1.610833 3.091701 -2.978616  -0.082
C: 1.716840 2.938101 -4.355301  -0.095
C: 1.146058 1.805083 -4.908357  -0.165
N: 0.535053 0.856537 -4.205418  0.082
Si: 0.656477 -1.778363 -2.460036  0.320
C: 0.437955 -2.370597 -4.265647  -0.211
C: 0.061960 -3.317560 -1.542000  -0.215
C: 2.537552 -1.642219 -2.352106  -0.188
C: -3.550472 1.277781 -1.745273  -0.535
C: -3.069587 1.775395 -0.402730  -0.440
C: -3.906461 1.892576 0.716221  -0.061
C: -3.432713 2.468492 1.878941  -0.070
C: -2.128826 2.932846 1.918295  -0.077
C: -1.360087 2.774289 0.779303  -0.149
N: -1.810150 2.229096 -0.346773  0.093
Si: -3.575975 2.863109 -2.793120  0.460
C: -4.600117 2.727798 -4.372270  -0.180
C: -4.355032 4.246977 -1.770878  -0.163
C: -1.890926 3.513837 -3.272869  -0.161
Si: -5.244448 0.413127 -1.723131  0.396
C: -5.370380 -0.942578 -0.427820  -0.187
C: -6.725539 1.563793 -1.438233  -0.181
C: -5.633931 -0.425004 -3.365428  -0.198
H: -1.594760 -0.564162 -5.078206  -0.018
H: -2.117410 1.094756 -4.827447  -0.022
H: -3.337882 -0.201758 -4.982621  -0.017
H: 0.851062 2.230650 -1.172963  0.021
H: 2.015102 3.967881 -2.484139  0.104
H: 2.208050 3.672315 -4.980394  0.087
H: 1.177223 1.648056 -5.984307  0.098
H: -0.567052 -2.774779 -4.433905  0.016
H: 1.149059 -3.174491 -4.487336  0.019
H: 0.597118 -1.556135 -4.971754  0.002
H: -0.974546 -3.538409 -1.809590  0.016
H: 0.121802 -3.280530 -0.456835  -0.029
H: 0.678642 -4.145923 -1.907530  0.026
H: 2.900021 -1.040635 -3.190619  0.029
H: 2.956349 -2.647616 -2.465684  0.023
H: 2.916896 -1.206968 -1.428776  -0.045
H: -4.927987 1.550513 0.676166  0.072
H: -4.079295 2.555748 2.744967  0.103
H: -1.717064 3.400530 2.802614  0.092
H: -0.321309 3.091462 0.770301  0.102
H: -5.666101 2.593894 -4.178946  0.017
H: -4.264752 1.922857 -5.026705  0.008
H: -4.480344 3.668906 -4.917744  0.032
H: -5.334929 3.997699 -1.361342  0.015
H: -4.466492 5.131515 -2.405822  0.030
H: -3.702849 4.516979 -0.936727  0.032
H: -1.378688 2.883136 -3.999386  0.013
H: -1.248095 3.590379 -2.397576  0.018
H: -2.008693 4.510038 -3.711808  0.038
H: -5.069367 -0.612371 0.563490  0.001
H: -4.735633 -1.787965 -0.694389  0.014
H: -6.407894 -1.288846 -0.379171  0.032
H: -6.770683 1.984865 -0.432708  0.022
H: -7.631563 0.967619 -1.584567  0.027
H: -6.761543 2.393820 -2.145606  0.011
H: -4.988983 -1.283754 -3.556369  0.011
H: -5.565591 0.251970 -4.215729  0.008
H: -6.664840 -0.788583 -3.313499  0.032

Cartesian forces (eV/Å) of the 2 atoms listed first:
Pt -0.54 0.32 0.37
S -0.13 -0.02 -0.11

Calculated values
E_HOMO: -4.1 eV
Spin multiplicity: 1
Kohn-Sham gap: 6.4 eV
Energy above the lowest of the compared OMol25 structures with the same formula, charge and spin: 0.000 eV
Net charge: -1
Electronic energy: -4642.63805 hartree


2.
Entry from the Open Molecules 2025 dataset: a structure of composition C15H17N7ORuS8 (ωB97M-V/def2-TZVPD).

Last column: Mulliken spin population.
Element x y z (Å)
Ru: 0.209895 0.128807 -0.061386  0.797
N: 0.010935 0.176872 4.097071  -0.001
C: 0.769135 0.139613 2.996675  -0.010
N: -0.026663 0.050772 1.959731  -0.009
C: -1.284347 0.040454 2.483930  0.025
N: -1.302018 0.113107 3.793843  -0.001
C: -2.450206 -0.092077 1.614449  -0.027
C: -3.740947 -0.198577 2.103296  0.008
N: -4.785295 -0.371982 1.298411  -0.004
C: -4.520920 -0.452278 0.002409  0.004
C: -3.229470 -0.343994 -0.499298  -0.021
N: -2.195853 -0.150813 0.302240  0.029
H: 0.305832 0.242667 5.054281  0.000
H: 1.844379 0.172270 2.960843  -0.001
H: -3.924553 -0.146407 3.168619  0.000
H: -5.355379 -0.609308 -0.670617  0.000
H: -3.030474 -0.428768 -1.559686  -0.001
O: 1.750592 6.302036 2.733215  0.000
C: 1.475725 5.273302 2.168937  0.000
S: 2.659649 4.008417 1.790754  -0.001
C: 1.549095 2.925770 0.972536  0.006
C: 0.269461 3.308073 0.893062  -0.005
S: -0.941868 2.354684 0.089310  0.058
S: -0.149492 4.853637 1.604899  -0.001
S: 2.169582 1.432158 0.296496  -0.042
S: 2.033747 -1.407434 -0.190525  0.079
S: 1.896514 -2.681223 1.366846  0.012
S: 0.405062 -3.972593 0.668642  0.010
S: -1.034627 -2.600485 0.141089  0.126
C: -0.073554 -1.165707 -2.836667  -0.009
C: 0.011809 -1.189712 -4.379312  0.001
N: 0.315326 0.138185 -4.912147  0.000
C: 1.609685 0.565567 -4.381813  -0.001
C: 1.624806 0.533092 -2.835130  0.001
N: 0.278402 0.182065 -2.313902  -0.027
C: -0.665570 1.172397 -2.883179  -0.004
C: -0.710062 1.057836 -4.424355  0.000
H: 0.606159 -1.877446 -2.373333  0.001
H: -1.068149 -1.417609 -2.472371  0.000
H: -0.933560 -1.521261 -4.814424  0.000
H: 0.787588 -1.880952 -4.714906  0.000
H: 1.809526 1.573916 -4.751186  0.000
H: 2.380032 -0.092404 -4.788921  0.000
H: 1.900520 1.494296 -2.407574  0.000
H: 2.327525 -0.208805 -2.457009  0.002
H: -0.333705 2.154839 -2.555908  -0.002
H: -1.646544 1.014240 -2.435806  0.005
H: -0.552725 2.036132 -4.883666  0.000
H: -1.680200 0.687429 -4.763760  0.000

Cartesian forces (eV/Å) of the 2 atoms listed first:
Ru 0.36 0.13 -0.14
N -0.01 0.00 0.02

Calculated values
E_HOMO (alpha / beta): -3.9 / -3.9 eV
Spin multiplicity: 2
Kohn-Sham gap (alpha / beta): 6.1 / 6.0 eV
Expectation value of S²: 0.758
Energy above the lowest of the compared OMol25 structures with the same formula, charge and spin: 1.086 eV
Net charge: -1
Electronic energy: -4320.87862 hartree


Number 1 is which compound? C47H58N2P2PtS2SbSi3